DFT (wB97M-V/def2-TZVPD) results for a single C5H8O molecule.

Properties
SMILES: C=C[C@@H]1C[C@@H]1O
Molecular weight: 84.1 g mol⁻¹
Highest occupied orbital energy: -9.2314 eV
ΔE to the lowest compared entry with this formula, charge and spin: 45.5 kcal/mol
Kohn-Sham gap: 10.3 eV

CARTESIAN COORDINATES (ANGSTROEM)
C  -0.294  1.531  -1.093
C  0.735  0.811  -0.645
C  0.695  -0.622  -0.261
C  -0.608  -1.356  -0.009
C  0.142  -0.773  1.146
O  -0.340  0.366  1.780
H  -1.223  1.057  -1.402
H  -0.247  2.615  -1.145
H  1.638  1.323  -0.308
H  1.556  -1.221  -0.550
H  -0.596  -2.434  -0.134
H  -1.552  -0.888  -0.279
H  0.648  -1.421  1.855
H  -0.552  0.997  1.069